Record 1
Formula: C16H16FNO4S
Source: the OMol25 dataset
Level of theory: ωB97M-V/def2-TZVPD

Last column: Mulliken charge in e.
Geometry (Å):
1 O -2.007 2.341 -0.206  -0.69
2 C -1.121 1.728 0.360  0.85
3 C -0.232 2.414 1.342  0.12
4 C -0.116 2.281 2.700  -0.42
5 C 0.756 3.312 3.121  -0.52
6 C 1.097 3.994 1.994  -0.57
7 O 0.498 3.464 0.920  -0.33
8 N -0.917 0.398 0.169  0.36
9 C 0.196 -0.350 0.720  -1.44
10 C 1.424 -0.352 -0.166  0.41
11 C 2.153 -1.527 -0.315  -0.42
12 C 3.296 -1.553 -1.096  -0.75
13 C 3.729 -0.409 -1.744  -0.56
14 C 2.990 0.749 -1.592  0.12
15 F 3.394 1.872 -2.222  -0.33
16 C 1.846 0.800 -0.817  -0.26
17 C -1.877 -0.308 -0.668  -0.48
18 C -2.859 -1.112 0.233  -0.74
19 C -3.229 -2.418 -0.431  -0.79
20 S -1.614 -2.913 -1.102  1.13
21 O -0.744 -3.279 -0.015  -0.60
22 O -1.726 -3.833 -2.196  -0.72
23 C -1.222 -1.235 -1.685  -0.66
24 H -0.602 1.556 3.321  0.60
25 H 1.076 3.513 4.122  0.45
26 H 1.739 4.837 1.831  0.50
27 H 0.468 0.076 1.689  0.69
28 H -0.119 -1.385 0.874  0.42
29 H 1.807 -2.428 0.169  0.46
30 H 3.851 -2.472 -1.205  0.40
31 H 4.615 -0.405 -2.358  0.46
32 H 1.303 1.728 -0.741  0.52
33 H -2.431 0.482 -1.187  0.61
34 H -2.359 -1.337 1.177  0.34
35 H -3.734 -0.501 0.454  0.42
36 H -3.602 -3.166 0.259  0.47
37 H -3.902 -2.303 -1.275  0.34
38 H -1.677 -1.159 -2.667  0.37
39 H -0.149 -1.102 -1.765  0.25

total energy = -40083.645 eV
LUMO level = 0.5795 eV
relative energy (zero: lowest compared OMol25 entry of this formula, charge and spin) = 135.5 kJ/mol
highest occupied orbital energy = -9.1 eV
SMILES = O=C(c1ccco1)N(Cc1cccc(F)c1)[C@@H]1CCS(=O)(=O)C1
strongest force on any atom = 1.05 eV/Å
HOMO-LUMO gap = 9.645 eV
molecular weight = 337.37 g/mol


Record 2
Formula: C16H16MnN2
Source: the OMol25 dataset
Level of theory: ωB97M-V/def2-TZVPD

Last column: Mulliken charge in e.
Geometry (Å):
1 Mn 0.780 0.824 -0.408  0.40
2 C -0.391 3.711 1.305  -1.35
3 C 0.747 2.797 0.957  0.94
4 C 1.537 3.026 -0.181  -0.38
5 C 2.626 2.196 -0.488  -0.42
6 C 2.940 1.109 0.345  -0.92
7 C 2.149 0.859 1.474  -0.25
8 C 1.049 1.672 1.758  -0.45
9 H -1.339 3.375 0.877  0.24
10 H -0.209 4.714 0.925  0.43
11 H -0.521 3.765 2.384  0.42
12 H 1.311 3.866 -0.827  0.53
13 H 3.221 2.393 -1.370  0.49
14 H 3.788 0.478 0.118  0.51
15 H 2.365 0.009 2.107  0.45
16 H 0.432 1.452 2.621  0.49
17 N -1.265 0.815 -0.552  -0.36
18 C -1.752 -0.568 -0.549  0.48
19 C -3.070 -0.918 -0.571  -0.60
20 C -3.424 -2.284 -0.606  -0.70
21 C -2.467 -3.257 -0.638  -0.98
22 C -1.094 -2.913 -0.625  0.70
23 C -0.040 -3.852 -0.675  -0.42
24 C 1.260 -3.421 -0.662  -0.91
25 C 1.523 -2.052 -0.580  0.13
26 N 0.566 -1.135 -0.531  -0.28
27 C -0.745 -1.551 -0.567  0.42
28 H -1.586 1.278 -1.404  0.35
29 H -1.686 1.343 0.210  0.31
30 H -3.846 -0.163 -0.568  0.49
31 H -4.471 -2.553 -0.618  0.43
32 H -2.747 -4.301 -0.677  0.44
33 H -0.269 -4.909 -0.726  0.48
34 H 2.086 -4.115 -0.706  0.43
35 H 2.544 -1.692 -0.553  0.46

total energy = -51136.129 eV
2S+1 = 2
LUMO level (alpha / beta) = -8.2848 / -7.9677 eV
net charge = +2
highest occupied orbital energy (alpha / beta) = -15.7 / -15.7 eV
strongest force on any atom = 0.79 eV/Å
⟨S²⟩ = 0.77
HOMO-LUMO gap (alpha / beta) = 7.379 / 7.694 eV
molecular weight = 291.26 g/mol


Record 3
Formula: C16H16N2PtS4SbTe
Source: the OMol25 dataset
Level of theory: ωB97M-V/def2-TZVPD

Last column: Mulliken charge in e.
Geometry (Å):
1 Pt 0.353 -1.153 -0.200  0.67
2 S 0.083 -6.112 -0.698  -0.64
3 Sb 1.106 -4.231 -1.366  0.89
4 S 1.770 -2.784 0.453  -0.58
5 S -0.409 -2.435 -1.875  -0.61
6 S 2.823 -4.248 -2.862  -0.71
7 Te 0.339 -0.093 2.182  0.22
8 C -0.113 1.943 1.747  -0.20
9 C 0.217 2.463 0.504  0.07
10 C -0.095 3.785 0.208  -0.72
11 C -0.740 4.579 1.143  -0.37
12 C -1.069 4.057 2.390  -0.54
13 C -0.750 2.744 2.694  -0.11
14 C -1.652 -0.783 2.032  0.24
15 C -1.888 -2.100 2.389  -0.51
16 C -3.085 -2.709 2.025  -0.55
17 C -4.036 -2.001 1.309  -0.41
18 C -3.799 -0.674 0.960  -0.67
19 C -2.611 -0.064 1.319  0.14
20 H 0.723 1.853 -0.239  0.10
21 H 0.170 4.184 -0.763  0.45
22 H -0.985 5.606 0.903  0.37
23 H -1.572 4.672 3.126  0.37
24 H -1.005 2.339 3.666  0.38
25 H -1.125 -2.681 2.894  0.34
26 H -3.251 -3.750 2.270  0.37
27 H -4.952 -2.489 1.005  0.36
28 H -4.533 -0.119 0.388  0.36
29 H -2.413 0.959 1.022  0.31
30 C 1.544 -0.119 -3.876  -1.05
31 C 2.385 0.073 -2.663  0.36
32 N 2.423 1.144 -1.907  -0.52
33 C 3.377 0.904 -0.947  -0.26
34 C 3.921 -0.333 -1.138  -0.52
35 N 3.297 -0.846 -2.250  0.21
36 H 0.719 0.591 -3.848  0.24
37 H 1.142 -1.131 -3.911  0.28
38 H 2.125 0.058 -4.783  0.31
39 H 3.612 1.626 -0.180  0.44
40 H 4.654 -0.896 -0.587  0.39
41 H 3.297 -1.829 -2.536  0.12

total energy = -80254.183 eV
LUMO level = 1.6648 eV
net charge = -1
relative energy (zero: lowest compared OMol25 entry of this formula, charge and spin) = 0.0 kJ/mol
highest occupied orbital energy = -4.7 eV
strongest force on any atom = 0.61 eV/Å
HOMO-LUMO gap = 6.352 eV
molecular weight = 809.02 g/mol


Record 4
Formula: C16H16N4O2S2
Source: the OMol25 dataset
Level of theory: ωB97M-V/def2-TZVPD

Last column: Mulliken charge in e.
Geometry (Å):
1 C -5.151 -0.526 0.544  -2.13
2 H -5.387 0.268 -0.191  0.42
3 H -5.770 -1.243 0.406  0.86
4 H -5.084 -0.170 1.445  0.42
5 C -3.814 -1.221 -0.152  1.61
6 C -2.878 -0.013 0.085  0.27
7 N -3.318 1.124 0.553  -0.29
8 N -2.445 2.325 0.326  -0.70
9 C -1.232 2.155 0.066  0.37
10 N -0.601 0.886 -0.232  0.28
11 N 0.621 1.131 -0.461  -0.51
12 C 1.094 2.186 -0.407  0.37
13 S 2.902 2.200 -0.619  -0.28
14 C 3.401 0.730 -0.684  -0.26
15 H 4.460 0.630 -0.820  0.41
16 H 2.969 0.263 -1.566  0.15
17 C 2.893 -0.356 0.498  0.69
18 O 2.793 0.219 1.642  -0.67
19 C 2.562 -1.478 0.097  0.66
20 C 2.505 -2.444 1.339  -0.71
21 C 2.098 -3.808 0.964  -0.32
22 C 1.535 -4.131 -0.015  -0.37
23 C 1.550 -3.217 -1.167  -0.15
24 C 1.894 -1.968 -0.892  -0.35
25 H 1.825 -1.161 -2.128  -0.08
26 H 1.233 -3.632 -2.179  0.30
27 H 1.346 -5.435 -0.303  0.14
28 H 2.250 -4.334 1.849  0.38
29 H 2.828 -2.176 2.284  0.50
30 S 0.101 3.315 0.266  -0.23
31 C -1.426 -0.113 -0.394  0.79
32 O -0.989 -1.292 -0.850  -0.64
33 C -3.342 -2.129 0.953  -1.98
34 H -2.437 -2.694 0.587  0.31
35 H -3.309 -1.867 1.956  0.42
36 H -4.062 -2.772 0.962  0.73
37 C -3.916 -1.563 -1.609  -2.08
38 H -4.255 -0.753 -1.845  0.64
39 H -4.699 -2.322 -1.465  0.36
40 H -3.103 -1.835 -1.676  0.67

total energy = -48559.331 eV
LUMO level = -0.8347 eV
relative energy (zero: lowest compared OMol25 entry of this formula, charge and spin) = 1876.0 kJ/mol
highest occupied orbital energy = -8.4 eV
strongest force on any atom = 19.50 eV/Å
HOMO-LUMO gap = 7.608 eV
molecular weight = 360.46 g/mol


Record 5
Formula: C16H16N6
Source: the OMol25 dataset
Level of theory: ωB97M-V/def2-TZVPD

Last column: Mulliken charge in e.
Geometry (Å):
1 C -1.491 -1.179 2.753  -1.10
2 C -2.399 -0.696 1.591  -0.35
3 C -1.708 -0.708 0.208  -1.14
4 N -0.452 0.079 0.176  0.33
5 C -0.405 1.486 0.070  -0.06
6 N 0.865 2.063 0.105  0.00
7 C 1.006 3.456 0.185  -0.15
8 N -0.025 4.293 0.224  -0.54
9 C -1.296 3.740 0.124  0.50
10 N -2.439 4.391 0.193  -0.73
11 C -3.394 3.358 0.048  -0.27
12 N -2.896 2.138 -0.004  -0.58
13 C -1.542 2.339 0.032  0.51
14 N 0.764 -0.630 0.147  0.32
15 C 1.680 -0.755 1.190  -0.51
16 C 2.732 -1.508 0.773  -1.10
17 C 2.510 -1.901 -0.615  0.46
18 C 3.184 -2.641 -1.576  -0.71
19 C 2.666 -2.739 -2.902  -0.49
20 C 1.495 -2.050 -3.225  -0.83
21 C 0.828 -1.334 -2.243  -0.20
22 C 1.306 -1.296 -0.974  0.56
23 H -2.102 -1.427 3.630  0.40
24 H -0.952 -2.068 2.464  0.31
25 H -0.710 -0.451 3.036  0.18
26 H -2.729 0.342 1.793  0.26
27 H -3.267 -1.359 1.500  0.41
28 H -1.483 -1.746 -0.064  0.52
29 H -2.369 -0.342 -0.576  0.46
30 H 1.677 1.478 -0.076  0.16
31 H 2.015 3.847 0.228  0.37
32 H -4.467 3.511 -0.016  0.44
33 H 1.506 -0.357 2.161  0.53
34 H 3.551 -1.848 1.382  0.46
35 H 4.123 -3.126 -1.335  0.41
36 H 3.206 -3.380 -3.634  0.33
37 H 1.105 -2.114 -4.240  0.39
38 H -0.090 -0.869 -2.533  0.44

total energy = -25791.151 eV
LUMO level = 0.4533 eV
relative energy (zero: lowest compared OMol25 entry of this formula, charge and spin) = 0.0 kJ/mol
highest occupied orbital energy = -8.5 eV
SMILES = CCCN(c1[nH]cnc2ncnc1-2)n1ccc2ccccc21
strongest force on any atom = 2.80 eV/Å
HOMO-LUMO gap = 8.916 eV
molecular weight = 292.35 g/mol